<P>
58
Properties=species:S:1:pos:R:3 method="wB97M-V/def2-TZVPD" homo_lumo_gap_ev=9.96 smiles="CCO[C@H]1CC[C@@H]1C(=O)N[C@@H]1C[C@H](C(=O)NC2(CCOC)CC2)C[C@H]1O"
C -0.09684 1.57488 -1.88395
C -1.34080 1.70579 -2.73475
O -1.61174 0.57426 -3.55015
C -2.10572 -0.56009 -2.87713
C -3.23320 -1.29463 -3.61813
C -2.54799 -2.63556 -3.25043
C -1.25365 -1.86728 -2.94897
C -0.51869 -2.24924 -1.68750
O -1.07381 -2.77883 -0.73741
N 0.79670 -1.92357 -1.66482
C 1.64370 -2.11064 -0.51183
C 1.09948 -1.51732 0.79577
C 2.32227 -0.90229 1.53149
C 2.07819 0.58513 1.64129
O 2.37751 1.36385 0.75729
N 1.42561 0.96609 2.77915
C 0.77644 2.23743 2.87881
C -0.47490 2.35841 2.04867
C -1.52846 1.31195 2.40151
O -1.98312 0.67310 1.22735
C -2.90448 -0.34801 1.53000
C 0.89938 2.94685 4.19033
C 1.67004 3.43110 2.99812
C 3.54218 -1.21821 0.66531
C 2.97724 -1.40994 -0.73357
O 3.84116 -2.07961 -1.63577
H 0.11923 2.51242 -1.36901
H -0.21511 0.80778 -1.11867
H 0.76400 1.32434 -2.50799
H -2.21095 1.92636 -2.10171
H -1.22826 2.53720 -3.43205
H -2.37349 -0.29969 -1.85198
H -4.25253 -1.13477 -3.26848
H -3.17404 -1.07235 -4.68155
H -2.94891 -3.06676 -2.33786
H -2.49727 -3.39917 -4.02315
H -0.58982 -1.80222 -3.81076
H 1.20286 -1.48224 -2.47336
H 1.83384 -3.18448 -0.35965
H 0.35147 -0.75506 0.56671
H 0.59029 -2.27477 1.38618
H 2.44140 -1.32606 2.53087
H 1.11670 0.23709 3.40159
H -0.88330 3.36557 2.15140
H -0.19733 2.23236 0.99984
H -1.10668 0.55314 3.07998
H -2.37981 1.76678 2.92696
H -3.26481 -0.76096 0.59108
H -2.43299 -1.15238 2.10889
H -3.76168 0.04137 2.09490
H 0.04831 3.51863 4.53200
H 1.44633 2.45875 4.98425
H 2.73431 3.26004 2.96825
H 1.35845 4.33999 2.50563
H 4.28705 -0.42557 0.68218
H 4.02755 -2.13952 1.00086
H 2.78013 -0.41963 -1.15907
H 3.63851 -3.01980 -1.62695

---

<Q>
58
Properties=species:S:1:pos:R:3 method="wB97M-V/def2-TZVPD" homo_lumo_gap_ev=10.15 smiles="CCO[C@H]1CC[C@@H]1C(=O)N[C@@H]1C[C@H](C(=O)NC2(CCOC)CC2)C[C@H]1O"
C 0.66673 -2.10224 -0.27135
C 0.76181 -2.54241 -1.72407
O -0.49046 -2.89223 -2.28322
C -1.36471 -1.81024 -2.58287
C -2.20965 -2.07581 -3.83703
C -3.43220 -1.50055 -3.07747
C -2.67761 -1.75502 -1.75762
C -2.70998 -0.61802 -0.74762
O -2.85265 0.54696 -1.09126
N -2.45723 -0.96722 0.53074
C -2.28640 -0.03683 1.62184
C -1.29772 1.10084 1.33269
C -0.42801 1.27863 2.60396
C 1.01981 0.92496 2.27780
O 1.49328 -0.16986 2.53630
N 1.70232 1.89420 1.62766
C 2.99338 1.69921 1.02986
C 3.05136 0.67328 -0.08431
C 1.92612 0.81041 -1.09301
O 1.83911 2.14995 -1.52141
C 0.74399 2.34917 -2.38141
C 3.92578 2.86810 1.05932
C 4.16080 1.70311 1.97887
C -1.02523 0.33393 3.65189
C -1.71368 -0.75612 2.84385
O -2.64208 -1.53955 3.56807
H 1.65805 -1.95370 0.16193
H 0.12391 -1.16115 -0.17114
H 0.15157 -2.85768 0.32384
H 1.24820 -1.77109 -2.33466
H 1.38514 -3.43455 -1.79122
H -0.79320 -0.88120 -2.61817
H -1.90540 -1.55579 -4.74676
H -2.29425 -3.14002 -4.03987
H -3.57707 -0.44499 -3.28308
H -4.37573 -2.02955 -3.20337
H -2.88292 -2.72087 -1.30270
H -2.39028 -1.94637 0.75867
H -3.24832 0.39979 1.92423
H -0.69291 0.84336 0.46082
H -1.83058 2.00968 1.06129
H -0.45145 2.30743 2.96556
H 1.15502 2.64796 1.23399
H 4.01452 0.74717 -0.59477
H 2.99965 -0.32621 0.35224
H 2.10174 0.14189 -1.94584
H 0.97561 0.50805 -0.63064
H 0.72683 3.39601 -2.67701
H 0.82953 1.73581 -3.28593
H -0.20462 2.11368 -1.88330
H 4.56995 3.01228 0.20309
H 3.56614 3.79971 1.47615
H 3.95464 1.81348 3.03392
H 4.98219 1.02744 1.78163
H -0.28170 -0.08953 4.32436
H -1.74924 0.86027 4.28133
H -0.93525 -1.44643 2.49706
H -3.52670 -1.17153 3.45812

---

Which structure above is the least stable one? <Q> is the least stable one.